Here is C3H2CoFO4 as an isolated structure from the OMol25 dataset. Energies are from wB97M-V/def2-TZVPD.

Computed properties:
- Energy above the lowest of the compared OMol25 structures with the same formula, charge and spin: 0.253 eV
- ⟨S²⟩: 6.0105
- Kohn-Sham gap (spin up / spin down): 4.7 / 6.5 eV
- Spin multiplicity: 5
- DFT total energy: -51652.24595 eV
- Charge: +2
- Largest force on an atom: 6.2 eV Å⁻¹

Each line ends with the Mulliken spin population.
Cartesian coordinates (Å):
1 C 2.284 -0.729 0.284  0.076
2 O 2.830 -1.686 -0.006  0.026
3 H 0.193 -1.145 0.536  -0.004
4 C 0.733 0.547 -1.053  0.788
5 O -0.427 0.988 -0.435  0.058
6 C -1.089 0.303 0.474  0.031
7 O -0.665 -0.835 0.899  0.028
8 O -2.158 0.774 0.854  0.232
9 Co -3.534 0.550 1.861  2.671
10 F 0.416 -0.139 -2.142  0.072
11 H 1.417 1.373 -1.273  0.021

***

Here is a single C4H8N2O2 molecule from the OMol25 dataset. Energies are from wB97M-V/def2-TZVPD.

Computed properties:
- Energy above the lowest of the compared OMol25 structures with the same formula, charge and spin: 4.857 eV
- Kohn-Sham gap: 9.8 eV
- DFT total energy: -11349.25608 eV
- SMILES string: C=NCN(O)C(C)=O
- Charge: 0
- Largest force on an atom: 4.9 eV Å⁻¹

Each line ends with the Mulliken charge.
Cartesian coordinates (Å):
1 C -1.745 -1.414 1.061  -0.171
2 N -1.378 -0.562 1.916  -0.431
3 C -0.427 0.426 1.712  -0.414
4 N 0.095 0.481 0.098  0.202
5 O -0.313 1.675 -0.366  -0.505
6 C 1.096 -0.254 -0.439  0.676
7 C 1.500 0.303 -1.854  -1.007
8 O 1.641 -1.148 0.189  -0.629
9 H -2.516 -2.170 1.279  0.296
10 H -1.495 -1.371 -0.050  0.156
11 H 0.511 0.073 2.139  0.329
12 H -0.945 1.298 2.001  0.347
13 H -0.830 1.568 -1.192  0.317
14 H 1.883 1.296 -1.863  0.313
15 H 0.514 0.175 -2.483  0.250
16 H 2.410 -0.375 -2.148  0.271

***

Here is a 8-piece molecular cluster, C67H88BF7NO6P overall from the OMol25 dataset. Energies are from wB97M-V/def2-TZVPD.

Computed properties:
- Kohn-Sham gap: 8.1 eV
- DFT total energy: -113662.69838 eV
- SMILES string: CCCO[C@](CC[C@H](C)CCC=C(C)C)(OC)[C@](CC(C)C)(B(O)OC)N(COO)P(C)CC.Fc1ccccc1.Fc1ccccc1.Fc1ccccc1.Fc1ccccc1.Fc1ccccc1.Fc1ccccc1.Fc1ccccc1
- Charge: 0
- Largest force on an atom: 3.9 eV Å⁻¹

Each line ends with the Mulliken charge.
Cartesian coordinates (Å):
1 C 2.228 -2.699 2.185  -1.409
2 C 1.038 -1.677 1.905  0.556
3 C 1.131 -0.530 2.959  -0.670
4 O 0.135 0.443 3.034  0.111
5 C -0.102 1.409 2.031  -0.284
6 C 0.823 1.423 0.781  -0.110
7 C 1.472 2.828 0.363  -1.761
8 C 3.021 2.860 0.576  1.796
9 C 3.515 4.342 0.224  -1.567
10 C 3.798 1.907 -0.448  -1.098
11 C 4.531 0.738 0.366  0.832
12 C 6.060 0.982 0.449  -1.170
13 C 6.818 1.031 1.611  0.731
14 C 6.488 1.974 2.830  -0.944
15 C 8.108 0.146 1.760  -1.000
16 O 0.026 2.669 2.757  -0.361
17 C 1.192 2.710 3.570  -0.360
18 C -1.690 1.393 1.708  0.404
19 C -1.969 0.036 0.945  0.465
20 C -3.410 -0.460 0.630  0.391
21 C -4.368 -0.874 1.815  -1.434
22 C -4.284 0.314 -0.427  -0.765
23 B -1.750 2.563 0.554  1.384
24 O -1.722 3.949 0.779  -0.410
25 O -1.654 2.252 -0.843  -0.873
26 C -2.293 3.274 -1.642  -0.678
27 N -2.591 1.655 2.785  0.682
28 C -3.668 2.601 2.712  -0.747
29 O -4.723 2.325 1.763  -0.014
30 O -5.287 3.592 1.492  -0.512
31 P -2.731 0.826 4.312  -0.476
32 C -1.425 1.671 5.434  -0.754
33 C -2.125 -0.962 4.339  0.474
34 C -3.113 -1.739 5.334  -1.437
35 H 3.186 -2.163 2.400  0.314
36 H 1.951 -3.358 3.045  0.130
37 H 2.391 -3.304 1.260  0.433
38 H 0.100 -2.279 2.005  0.181
39 H 1.186 -1.342 0.847  0.219
40 H 2.140 -0.038 2.800  -0.161
41 H 1.235 -1.028 3.963  0.509
42 H 0.397 0.940 -0.136  0.230
43 H 1.778 0.832 0.893  -0.533
44 H 0.916 3.713 0.737  0.503
45 H 1.339 2.862 -0.756  0.417
46 H 3.364 2.669 1.617  -0.243
47 H 3.621 4.420 -0.888  0.414
48 H 2.710 5.061 0.508  0.352
49 H 4.490 4.572 0.721  0.295
50 H 4.540 2.497 -1.030  0.722
51 H 3.039 1.411 -1.108  0.108
52 H 4.160 0.673 1.424  -0.603
53 H 4.281 -0.255 -0.096  0.476
54 H 6.602 1.158 -0.517  0.304
55 H 5.634 1.546 3.412  0.036
56 H 6.310 3.011 2.473  0.362
57 H 7.387 1.998 3.490  0.363
58 H 8.546 -0.121 0.768  0.395
59 H 7.840 -0.757 2.362  0.087
60 H 8.865 0.724 2.341  0.275
61 H 1.080 2.275 4.590  0.263
62 H 1.445 3.794 3.714  0.233
63 H 2.043 2.153 3.092  -0.167
64 H -1.494 -0.776 1.568  -1.022
65 H -1.401 -0.070 -0.019  0.369
66 H -3.234 -1.458 0.129  0.679
67 H -4.059 -1.817 2.338  0.336
68 H -5.327 -1.175 1.302  0.434
69 H -4.667 -0.057 2.505  0.106
70 H -5.260 0.579 0.065  -0.069
71 H -4.581 -0.350 -1.280  0.349
72 H -3.883 1.262 -0.834  -0.217
73 H -1.568 4.186 1.700  0.335
74 H -2.548 2.805 -2.629  0.238
75 H -1.648 4.164 -1.802  0.246
76 H -3.282 3.555 -1.193  0.177
77 H -3.391 3.688 2.622  0.222
78 H -4.200 2.598 3.707  0.581
79 H -5.886 3.505 0.740  0.289
80 H -1.238 2.709 5.079  0.192
81 H -1.803 1.691 6.491  0.611
82 H -0.496 1.045 5.464  -0.010
83 H -1.121 -1.041 4.836  0.257
84 H -2.181 -1.512 3.384  -0.052
85 H -3.077 -2.817 5.059  0.342
86 H -2.839 -1.593 6.401  0.379
87 H -4.162 -1.402 5.118  0.410
88 F -1.178 -4.265 5.038  -0.162
89 C -0.315 -5.291 4.943  0.434
90 C -0.747 -6.494 4.414  -0.468
91 C 0.148 -7.552 4.311  -0.391
92 C 1.460 -7.396 4.746  -0.689
93 C 1.880 -6.183 5.280  -0.388
94 C 0.989 -5.121 5.375  -0.406
95 H -1.774 -6.598 4.087  0.412
96 H -0.176 -8.496 3.891  0.376
97 H 2.156 -8.223 4.669  0.407
98 H 2.900 -6.064 5.623  0.438
99 H 1.300 -4.166 5.780  0.410
100 F 8.964 0.962 5.118  -0.298
101 C 8.503 -0.125 5.762  0.303
102 C 9.275 -0.698 6.758  -0.485
103 C 8.798 -1.818 7.428  -0.433
104 C 7.562 -2.358 7.087  -0.577
105 C 6.800 -1.775 6.081  -0.688
106 C 7.269 -0.648 5.417  0.104
107 H 10.238 -0.268 7.004  0.427
108 H 9.389 -2.270 8.214  0.376
109 H 7.194 -3.234 7.607  0.396
110 H 5.839 -2.198 5.813  0.494
111 H 6.685 -0.177 4.637  0.308
112 F -7.135 -1.296 -1.259  -0.306
113 C -8.273 -0.981 -0.620  0.306
114 C -9.095 -1.995 -0.158  -0.476
115 C -10.269 -1.668 0.508  -0.371
116 C -10.613 -0.334 0.695  -0.454
117 C -9.781 0.675 0.222  -0.477
118 C -8.600 0.350 -0.435  -0.155
119 H -8.814 -3.028 -0.321  0.410
120 H -10.916 -2.453 0.880  0.360
121 H -11.531 -0.080 1.211  0.369
122 H -10.051 1.713 0.365  0.351
123 H -7.935 1.122 -0.803  0.448
124 F 5.582 -5.170 4.611  -0.314
125 C 5.989 -5.203 3.329  0.365
126 C 5.224 -5.875 2.392  -0.289
127 C 5.641 -5.905 1.067  -0.469
128 C 6.823 -5.271 0.697  -0.546
129 C 7.585 -4.603 1.650  -0.464
130 C 7.164 -4.563 2.973  -0.417
131 H 4.311 -6.369 2.700  0.459
132 H 5.046 -6.421 0.324  0.385
133 H 7.150 -5.299 -0.335  0.391
134 H 8.507 -4.114 1.362  0.408
135 H 7.739 -4.040 3.727  0.493
136 F -3.586 2.854 -7.823  -0.216
137 C -3.310 3.787 -6.890  0.439
138 C -4.176 4.853 -6.721  -0.495
139 C -3.893 5.811 -5.756  -0.445
140 C -2.744 5.697 -4.980  -0.564
141 C -1.881 4.623 -5.164  -0.597
142 C -2.167 3.658 -6.121  -0.232
143 H -5.061 4.929 -7.341  0.406
144 H -4.566 6.646 -5.609  0.383
145 H -2.523 6.448 -4.231  0.405
146 H -0.985 4.537 -4.562  0.439
147 H -1.512 2.810 -6.273  0.487
148 F -2.270 -4.341 -8.487  -0.318
149 C -2.662 -3.061 -8.373  0.209
150 C -1.789 -2.049 -8.734  -0.415
151 C -2.198 -0.726 -8.620  -0.393
152 C -3.469 -0.430 -8.138  -0.288
153 C -4.333 -1.456 -7.774  -0.645
154 C -3.931 -2.780 -7.897  -0.282
155 H -0.801 -2.299 -9.100  0.410
156 H -1.527 0.074 -8.907  0.406
157 H -3.783 0.602 -8.046  0.518
158 H -5.321 -1.225 -7.395  0.384
159 H -4.594 -3.593 -7.627  0.415
160 F -0.223 4.116 -10.422  -0.310
161 C -1.145 3.450 -11.140  0.232
162 C -0.855 3.084 -12.443  -0.391
163 C -1.806 2.392 -13.182  -0.420
164 C -3.038 2.084 -12.614  -0.572
165 C -3.318 2.462 -11.306  -0.345
166 C -2.364 3.145 -10.562  -0.154
167 H 0.107 3.340 -12.871  0.425
168 H -1.588 2.094 -14.200  0.364
169 H -3.781 1.548 -13.193  0.373
170 H -4.279 2.226 -10.865  0.390
171 H -2.562 3.439 -9.540  0.404

***

Here is an isolated ion of composition C2H3F3N5 and charge +1 from the OMol25 dataset. Energies are from wB97M-V/def2-TZVPD.

Computed properties:
- ⟨S²⟩: 2.0202
- Kohn-Sham gap (spin up / spin down): 8.3 / 7.2 eV
- Spin multiplicity: 3
- DFT total energy: -17709.34275 eV
- Charge: +1
- Largest force on an atom: 6.3 eV Å⁻¹

Each line ends with the Mulliken spin population.
Cartesian coordinates (Å):
1 C 1.206 -1.279 -0.316  0.009
2 C -0.567 1.158 1.501  -0.017
3 N -1.259 0.405 -2.068  0.351
4 N -0.303 -0.439 -2.070  0.099
5 N -1.444 0.858 -0.910  0.773
6 N 0.192 -0.483 -0.878  0.324
7 N -0.509 0.408 -0.123  0.421
8 F -1.648 0.679 2.048  -0.001
9 F -0.590 2.457 1.362  0.001
10 F 0.487 0.688 2.048  0.000
11 H 0.784 -2.235 0.038  0.016
12 H 1.944 -1.498 -1.101  0.015
13 H 1.707 -0.721 0.470  0.007

***

Here is a 2-piece molecular cluster, C5H11O2 overall from the OMol25 dataset. Energies are from wB97M-V/def2-TZVPD.

Computed properties:
- Energy above the lowest of the compared OMol25 structures with the same formula, charge and spin: 1.543 eV
- Kohn-Sham gap: 7.4 eV
- DFT total energy: -9458.48629 eV
- Charge: -1
- Largest force on an atom: 4.7 eV Å⁻¹

Each line ends with the Mulliken charge.
Cartesian coordinates (Å):
1 C -1.462 1.330 0.782  -0.303
2 C -0.663 2.660 0.920  -0.954
3 C -0.497 0.237 0.140  -1.262
4 H -1.684 0.875 1.832  0.189
5 H -2.541 1.456 0.384  0.301
6 H 0.119 2.471 1.712  0.247
7 H -1.204 3.661 1.234  0.265
8 H -0.162 0.538 -0.849  0.353
9 H 0.483 0.171 0.636  0.470
10 H -0.052 2.973 0.014  0.262
11 H -0.991 -0.634 0.048  0.442
12 C 0.715 -2.732 -1.065  -0.786
13 C 1.947 -1.645 -0.898  0.496
14 O 2.729 -1.821 -1.818  -0.663
15 O 1.889 -0.935 0.131  -0.692
16 H 0.353 -2.893 -0.015  0.224
17 H 0.973 -3.668 -1.591  0.316
18 H 0.046 -2.045 -1.599  0.094

***

Q: The lowest largest force on an atom belongs to which entry?
A: C67H88BF7NO6P